1.
Density functional theory data (ωB97M-V/def2-TZVPD) for C42H89BrClN4O7PSi2 as an isolated structure.

Geometry (Å):
H1 -5.62208 -1.41745 -0.98111
H2 3.37384 -2.50445 -7.68469
H3 -2.00263 2.16230 5.07516
C1 0.65377 -1.73681 -1.87509
H4 -3.56479 9.81977 -4.98337
O1 -2.07953 -3.74533 -1.42799
H5 0.04419 -4.36793 -1.61984
H6 1.16270 2.60586 9.02210
H7 2.50755 -1.84274 -3.37530
H8 -4.19789 7.84413 -7.42411
H9 -2.83370 4.21736 -5.62644
H10 1.67610 -3.02839 10.73922
O2 -4.59300 -2.99706 -2.81591
H11 -2.85554 5.75732 -7.60141
C2 1.04844 -1.20411 4.12122
C3 -0.42915 3.07921 2.98150
Si1 -3.53079 -4.28018 -2.26076
H12 -1.03886 -4.67542 -3.15303
H13 -3.16246 -5.05868 -3.47167
H14 -0.33891 -2.59814 7.81516
H15 -0.73300 3.85545 3.69260
H16 5.90677 -2.94883 -8.05430
N1 0.02125 0.58056 2.73082
H17 1.17285 0.56961 -1.59698
C4 0.44758 -1.57565 9.63510
H18 -1.97300 0.74846 9.98025
H19 0.53242 2.83396 5.29617
C5 -0.06961 -1.89073 2.06083
C6 3.30141 -3.59172 -7.56134
H20 2.59798 -1.68711 10.06628
H21 0.55852 -3.65476 8.88644
O3 -4.31299 -0.59332 -4.88652
C7 7.08312 -4.54352 -7.22802
H22 -4.97627 9.79472 -6.01716
C8 4.56592 -4.22691 -6.89366
C9 5.78397 -4.01646 -7.82864
H23 0.45788 -2.14297 -0.77008
H24 -1.40263 1.41736 11.49651
H25 2.27547 1.09877 10.81368
C10 0.65781 1.86407 4.79648
H26 0.83453 -1.75266 1.45621
H27 2.45486 -3.16832 -1.97875
H28 -2.30703 -1.15076 3.22882
H29 7.60274 -2.89435 -5.98257
H30 5.07904 -6.39256 -6.73594
C11 -2.85133 5.30752 -5.49804
C12 6.03270 -5.47693 -4.27271
C13 0.20250 0.93023 10.09273
O4 -0.13997 -0.02442 7.97674
C14 -1.86945 0.02096 4.95407
H31 -0.21983 0.11330 -2.89186
H32 -2.99000 5.43977 -2.01733
H33 -4.44873 5.44904 -6.94646
H34 5.63441 -3.14557 -2.91070
H35 -1.80133 5.62626 -5.47074
C15 -0.44549 -2.47768 -2.84460
C16 4.21348 -5.73990 -6.85022
C17 -1.18117 0.65777 10.73565
H36 6.70228 -2.12683 -3.90110
H37 8.21369 -4.43400 -5.40703
C18 -0.15242 -0.83071 3.21375
H38 -6.49498 7.40991 -4.48625
H39 6.88668 -5.68779 -3.61646
C19 -1.49271 -1.07110 3.96051
H40 -0.54034 2.39445 8.57026
C20 -0.39750 1.67517 3.67138
C21 6.46490 -3.16131 -3.62633
H41 -0.93891 -1.85319 1.39381
H42 1.43453 -2.49761 7.87756
O5 -0.73997 0.72052 1.55539
H43 1.99798 -0.94217 3.64493
C22 0.02747 -2.65824 -4.40812
H44 1.61917 -1.48152 11.52473
H45 -1.70703 -1.89571 9.65017
H46 2.39953 -3.80742 -6.97602
C23 -0.86148 -3.95421 -2.24630
O6 4.73388 -2.29647 -5.57032
H47 -2.89329 -0.14873 5.30740
C24 1.25781 1.11913 11.21783
H48 -6.09230 6.39532 -5.88340
H49 -2.57300 1.49341 3.55890
C25 -3.53510 5.67477 -4.15289
O7 -2.70506 7.82232 -3.70486
N2 4.81143 -3.70031 -5.50781
H50 -2.69440 7.91952 -6.52653
H51 -5.36443 5.15127 -3.05651
H52 3.73916 -6.06152 -7.78707
H53 1.13242 2.08902 11.71752
H54 7.91810 -4.28445 -7.88952
C26 -2.59299 5.17289 -3.00385
H55 -0.63024 -0.78375 12.26205
H56 -3.56857 -0.15229 -5.41140
C27 0.17085 2.33427 9.40285
Si2 -4.44573 -1.53425 -1.85684
Br1 -2.82700 1.61600 -2.99488
H57 -2.29329 -0.89368 11.72875
C28 -5.95542 7.38115 -5.43884
H58 5.61171 -4.51021 -8.79377
C29 -1.78117 1.40271 4.31430
H59 6.04433 -6.26938 -5.01835
C30 0.25785 -0.13246 -1.82661
H60 7.07040 -5.63666 -7.17177
P1 -4.53358 0.15515 -3.32517
C31 7.33233 -3.94952 -5.84717
C32 -4.54444 9.34512 -5.11610
H61 -0.04148 -2.90982 2.46509
C33 2.21970 -2.03686 -2.25777
H62 1.07610 -2.28345 4.31787
C34 0.53039 -2.63567 8.48217
H63 0.56270 3.35081 2.60075
H64 -0.86868 -3.22071 -4.95875
H65 -0.86326 -2.77897 10.90831
H66 2.96588 -1.38570 -1.59714
H67 -6.47191 8.07167 -6.11893
H68 -1.46326 -2.03403 4.48696
C35 6.12675 -4.05028 -4.87337
H69 -1.41896 -1.82246 -2.84527
H70 -0.13300 3.11051 10.11395
H71 -1.57763 5.57791 -3.08746
N3 0.62125 -0.16438 9.15217
H72 -5.17806 9.63199 -4.26832
H73 7.34617 -3.54444 -3.09781
H74 -1.23024 -0.03881 5.84070
H75 1.01917 -0.73657 5.10339
H76 0.58906 1.12611 5.59581
H77 0.16558 -1.63747 -4.99082
C36 -0.89271 -1.81604 10.38186
C37 -4.46706 7.78845 -5.25413
H78 1.67547 1.84371 4.39233
H79 -0.63878 0.00418 -1.05365
H80 3.50544 -5.95855 -6.04383
H81 1.18906 0.38117 12.01716
H82 0.96139 -3.35588 -4.52439
N4 -3.88524 7.13029 -4.03492
H83 -4.57713 3.76802 -3.81049
H84 3.14661 -3.99831 -8.56696
H85 -1.14034 3.13939 2.14891
H86 -3.25755 -1.45372 -1.02018
H87 -2.48724 4.08162 -3.03068
C38 -3.68179 7.43931 -6.54394
H88 5.12894 -5.58983 -3.66643
C39 1.64844 -1.94906 10.54257
C40 -3.49348 5.93699 -6.72811
H89 -5.50288 4.85753 -4.79489
Cl1 -4.50251 -5.70259 -0.94567
C41 -4.81916 4.82947 -3.94882
C42 -1.26945 -0.72398 11.37542

Forces on atoms 1 to 6 (eV/Å):
-0.2 0.1 -0.2
0.1 -0.3 0.3
0.3 0.0 -0.2
-0.4 0.5 0.7
-0.2 -0.3 0.1
-1.1 -1.6 -2.2

For the maximum force, the calculation gives 5.2 eV/A. For the molecular weight, the calculation gives 964.70 g mol⁻¹. The spin multiplicity is 5. As for the total charge: 0. The calculation puts the lowest unoccupied orbital energy (alpha / beta) at -0.11 / -0.57 eV. The HOMO energy (alpha / beta) comes out at -8.467 / -8.467 eV.



2.
Density functional theory data (ωB97M-V/def2-TZVPD) for C30H30N7OPtS2Si as an isolated structure.

Geometry (Å):
Pt1 0.62365 -0.84697 0.83135
N1 -0.36894 0.60588 -0.14951
C1 -3.07347 2.47481 -5.48453
C2 -0.78690 1.12327 3.55924
S1 -1.53142 -1.59534 3.33856
C3 -4.86770 2.10045 4.46541
H1 2.24721 -2.05983 -3.43676
C4 2.58275 -2.85872 2.48625
C5 2.93954 -1.90957 0.35312
C6 4.12933 -2.65356 0.19286
H2 5.16853 0.95944 -2.41457
H3 1.75498 1.75067 -1.73026
H4 0.01559 2.25082 1.14965
C7 4.82683 0.36630 -1.56178
O1 -1.41731 -2.98486 1.14179
C8 -0.92215 0.49950 -1.32896
H5 1.43427 -3.83785 4.01852
H6 -4.09915 0.60796 -5.21455
Si1 3.10381 -0.33259 -1.86393
H7 -0.03013 -3.91411 2.37520
C9 -1.20847 -1.61770 1.49951
H8 0.94895 -2.15791 3.67959
C10 -3.67051 2.73361 -6.76479
H9 -0.83703 -4.90081 1.14397
C11 -3.11750 0.48329 3.92373
C12 -2.85217 4.17991 4.27049
H10 2.43531 -2.49550 4.56817
H11 3.62918 -1.20940 -4.14306
C13 -1.80817 0.13083 3.61667
C14 -2.46268 -0.97377 0.89628
C15 -3.50697 1.79638 4.16381
N2 -5.96680 2.33619 4.71650
C16 -1.91884 1.97633 -3.02424
C17 -1.21731 2.45879 3.78027
H12 4.82524 1.00972 -0.67918
H13 -1.21149 3.68325 -0.89734
C18 -2.17640 3.39137 -4.94097
C19 -0.97141 2.63982 -0.80394
H14 -1.01926 -0.41202 -1.89132
C20 1.79173 -2.83974 3.75663
H15 2.56824 1.61725 -3.29836
C21 4.52356 -3.47924 1.21751
H16 5.56050 -0.42450 -1.39245
C22 2.03361 1.05712 -2.52740
S2 0.88136 0.85704 3.24729
H17 -1.92769 4.29015 -5.48767
N3 2.41215 -0.95888 -0.42258
H18 1.12109 0.66470 -2.98122
H19 -0.46796 3.23782 3.73486
H20 4.10334 -4.15674 3.23093
C23 3.77222 -3.56494 2.38876
C24 -1.59249 3.13757 -3.71437
C25 -2.82377 1.06490 -3.55673
N4 -4.14586 2.94056 -7.79037
H21 -3.34583 -1.43359 1.34560
C26 -2.52155 2.79688 4.07112
C27 -3.39368 1.30951 -4.79194
C28 3.23096 -1.63694 -3.21853
H22 -2.49997 -1.17585 -0.17703
H23 3.88327 -2.46239 -2.92552
H24 0.44870 -3.75860 0.66934
H25 4.71987 -2.53074 -0.70392
H26 -0.86640 3.82337 -3.30037
N5 -3.10908 5.29206 4.41045
H27 5.44417 -4.04488 1.12876
H28 -3.09491 0.18173 -2.99403
N6 -1.31879 1.71607 -1.77562
H29 -3.86443 -0.29876 3.95949
C29 -0.38871 1.93808 0.19914
N7 2.14732 -2.13235 1.44911
H30 -2.51007 0.10007 1.06261
C30 -0.39386 -3.92483 1.34525

Forces on atoms 1 to 6 (eV/Å):
-0.4 -0.6 -0.6
0.0 0.0 -0.2
0.0 0.0 0.0
0.1 0.1 0.0
0.3 0.1 0.3
-0.1 0.1 0.1

For the maximum force, the calculation gives 1.0 eV/A. The calculation puts the relative energy (zero: lowest compared OMol25 entry of this formula, charge and spin) at 0.0 kJ/mol. For the molecular weight, the calculation gives 791.92 g mol⁻¹. As for the total charge: -1. The calculation puts the lowest unoccupied orbital energy at 1.29 eV. The HOMO energy comes out at -3.801 eV.



3.
Density functional theory data (ωB97M-V/def2-TZVPD) for one molecule with the formula CH2N2.

Geometry (Å):
N1 1.60333 0.80396 -0.02828
H1 -0.29887 0.24513 -0.90725
N2 1.61811 -0.80429 0.00797
H2 -0.22139 -0.15099 0.83795
C1 0.39199 -0.01096 -0.00481

Forces on the atoms, in the same order (eV/Å):
-0.2 -6.2 0.9
1.3 -1.2 1.0
-0.5 6.1 -1.0
-0.6 0.3 1.5
-0.1 1.0 -2.4

For the maximum force, the calculation gives 6.3 eV/A. The SMILES is C1N=N1. The calculation puts the relative energy (zero: lowest compared OMol25 entry of this formula, charge and spin) at 439.2 kJ/mol. For the molecular weight, the calculation gives 42.04 g mol⁻¹. As for the total charge: 0. The calculation puts the lowest unoccupied orbital energy (alpha / beta) at -0.93 / -0.87 eV. The HOMO energy (alpha / beta) comes out at -10.892 / -10.923 eV.